1.
A molecular structure, C40H42N6O6S2SeW in a non-equilibrium geometry. Source: OMol25; level of theory: ωB97M-V/def2-TZVPD.

CARTESIAN COORDINATES (ANGSTROEM)
H (4.288, -6.075, -5.224)
H (3.246, -1.797, -3.716)
C (-1.614, 0.295, -2.607)
C (3.973, -5.332, -1.922)
N (-1.672, -1.754, -1.446)
C (1.475, 2.923, -0.818)
Se (0.694, -3.451, -0.188)
N (-4.700, -2.143, 2.176)
C (3.758, -1.651, -2.776)
C (4.988, -1.265, -0.331)
C (-1.808, -1.558, 4.151)
H (2.612, -5.396, 1.002)
O (-4.656, 0.301, -3.753)
C (0.086, 1.487, 1.425)
H (5.574, -5.183, -4.416)
C (1.648, -4.141, -2.865)
C (2.950, -0.154, 0.577)
H (-3.570, -0.930, 0.872)
H (2.765, 1.963, -2.232)
H (4.337, -5.405, 0.605)
H (-2.374, -1.495, 5.071)
C (3.081, -4.778, -1.012)
O (-0.377, 0.239, -2.240)
H (-5.902, -3.790, 2.483)
O (1.697, -1.076, -1.898)
H (6.750, -2.030, -1.245)
N (-2.422, -2.846, -1.278)
H (0.374, -2.448, -3.234)
C (0.048, 4.011, 0.913)
H (-5.302, -0.885, 0.663)
H (3.263, 0.318, 2.640)
C (-3.788, -2.664, 3.039)
H (0.005, -0.713, 4.948)
H (-5.514, 0.454, 2.785)
C (-1.623, -2.179, 1.869)
N (1.664, 0.125, 0.516)
C (-2.386, -0.904, -2.167)
C (-4.513, -0.903, 1.416)
C (-2.390, -2.101, 3.014)
H (-4.429, 1.237, 1.623)
C (3.398, -4.872, 0.456)
N (1.317, 1.142, 1.411)
O (-4.040, -3.578, 3.808)
H (-2.045, -2.621, 0.978)
C (4.743, -5.875, -4.255)
H (0.567, 2.566, -1.293)
O (-2.127, 1.156, -3.306)
H (-6.349, -2.786, 1.099)
C (-7.050, -2.048, 3.006)
H (-1.967, -3.660, -0.873)
C (3.874, 3.016, -0.725)
H (-0.492, -3.968, -2.983)
C (-0.496, -1.125, 4.083)
H (-0.743, 3.839, 0.182)
C (2.559, 4.133, 0.950)
H (4.699, 4.143, 0.906)
C (0.182, -1.216, 2.879)
S (-0.269, 2.953, 2.363)
H (-7.994, -2.595, 2.992)
C (2.573, -4.705, -3.739)
N (-0.374, -1.713, 1.776)
C (2.979, -1.217, -1.683)
C (1.389, 3.703, 0.331)
S (-1.200, 0.797, 0.497)
H (5.165, -6.807, -3.876)
H (-3.741, 0.675, -3.632)
C (0.401, -3.523, -3.429)
C (3.744, 0.486, 1.679)
H (-0.041, 5.034, 1.280)
C (3.744, -5.298, -3.290)
C (-4.563, 0.362, 2.261)
C (5.085, -1.934, -2.624)
H (-3.759, 0.371, 2.999)
H (-6.703, -1.991, 4.038)
H (4.766, 0.138, 1.718)
H (2.364, -4.683, -4.803)
H (1.204, -0.875, 2.791)
C (2.712, 2.577, -1.342)
H (-7.247, -1.038, 2.645)
C (-3.646, -1.449, -2.459)
H (4.840, 2.751, -1.135)
H (3.742, 1.569, 1.524)
C (3.795, 3.797, 0.422)
H (-4.362, -3.481, -1.871)
C (-3.616, -2.704, -1.877)
H (3.484, -3.882, 0.902)
H (5.496, -1.129, 0.610)
H (0.354, -3.673, -4.507)
H (5.653, -2.301, -3.470)
O (-5.858, -1.487, -3.220)
W (0.171, -0.929, -0.595)
H (4.875, -5.804, -1.546)
C (-6.023, -2.765, 2.142)
C (1.913, -4.165, -1.494)
C (3.615, -0.933, -0.449)
H (2.498, 4.723, 1.857)
C (5.708, -1.776, -1.377)
C (-4.818, -0.881, -3.183)

The value obtained for the total energy is -5594.47788 a.u. For the LUMO energy (spin up / spin down), the calculation gives -0.80 / -0.82 eV. As for the multiplicity: 3. The value obtained for the HOMO energy (spin up / spin down) is -0.272 / -0.298 Ha. Its maximum force is 1.1 eV/A.

=====

2.
A molecular structure, C40H42NO4S3Sb2Tb in a non-equilibrium geometry. Source: OMol25; level of theory: ωB97M-V/def2-TZVPD.

CARTESIAN COORDINATES (ANGSTROEM)
C (15.014, 12.470, 7.051)
H (14.730, 14.567, 6.749)
H (6.293, 16.613, 4.581)
H (10.546, 16.944, 6.768)
C (10.899, 8.322, 12.047)
H (15.820, 11.651, 13.879)
C (6.659, 16.170, 11.872)
H (9.949, 12.801, 6.281)
H (15.865, 10.516, 6.815)
H (18.995, 9.799, 11.807)
C (7.837, 13.337, 6.175)
O (10.200, 17.032, 16.438)
C (17.267, 10.452, 10.584)
C (8.608, 7.450, 12.036)
C (11.958, 9.485, 16.102)
C (14.670, 13.560, 6.345)
H (14.080, 10.518, 6.888)
C (14.574, 5.969, 8.824)
H (5.167, 14.561, 5.229)
C (13.226, 9.232, 15.566)
H (15.347, 12.577, 8.117)
H (17.957, 10.546, 13.946)
C (6.099, 16.564, 5.664)
H (14.677, 9.677, 14.011)
Tb (7.866, 16.102, 8.974)
O (8.710, 17.541, 10.426)
H (7.701, 13.747, 5.190)
H (13.950, 8.443, 15.943)
H (9.171, 9.628, 9.580)
H (7.484, 12.246, 6.056)
H (15.236, 6.063, 10.871)
H (10.794, 11.500, 13.758)
C (16.188, 11.177, 12.960)
S (9.939, 14.727, 7.620)
C (15.343, 11.070, 11.836)
C (9.891, 18.030, 13.799)
H (4.672, 15.453, 6.692)
H (9.305, 17.134, 4.730)
H (5.753, 16.049, 12.455)
H (10.848, 18.354, 14.272)
H (11.933, 8.236, 12.499)
C (10.191, 15.965, 6.309)
C (13.639, 9.840, 14.373)
O (7.973, 17.140, 16.580)
Sb (13.278, 11.857, 11.944)
C (5.568, 15.156, 6.112)
Sb (12.100, 10.152, 9.881)
C (7.733, 16.780, 12.489)
C (18.016, 10.281, 11.787)
C (9.131, 13.225, 6.909)
C (9.336, 9.088, 10.472)
C (14.964, 11.074, 6.492)
H (13.726, 6.278, 6.791)
H (10.220, 10.645, 15.909)
C (8.777, 17.488, 11.750)
H (15.399, 10.873, 9.644)
H (7.823, 6.856, 12.521)
C (7.811, 16.718, 13.884)
C (12.730, 10.701, 13.684)
C (10.573, 9.150, 11.013)
C (9.722, 18.261, 12.449)
H (7.351, 8.261, 10.516)
C (8.317, 8.255, 10.964)
C (17.478, 10.640, 12.976)
C (11.186, 10.425, 15.520)
H (14.912, 10.973, 5.422)
H (9.019, 12.544, 7.805)
C (13.177, 7.844, 8.164)
C (8.895, 17.303, 14.542)
H (11.628, 8.929, 16.947)
H (15.040, 5.042, 8.522)
O (6.617, 15.721, 10.630)
C (13.233, 8.344, 9.468)
C (14.676, 6.545, 10.058)
C (13.830, 6.642, 7.825)
N (9.056, 17.124, 15.974)
H (7.145, 16.091, 14.448)
C (15.959, 10.896, 10.563)
H (12.690, 8.404, 7.384)
H (13.825, 8.010, 11.410)
S (6.576, 14.114, 7.256)
H (10.010, 6.923, 13.527)
H (11.012, 15.597, 5.733)
H (10.297, 18.941, 11.849)
H (14.391, 13.512, 5.287)
H (17.819, 10.257, 9.652)
C (9.857, 7.506, 12.609)
C (8.998, 16.329, 5.411)
C (11.516, 10.916, 14.262)
H (8.722, 15.499, 4.789)
S (7.669, 17.173, 6.366)
H (5.488, 17.458, 6.080)
C (13.870, 7.668, 10.427)

The value obtained for the total energy is -4403.91441 a.u. The total charge is +2. For the LUMO energy (spin up / spin down), the calculation gives -7.34 / -7.17 eV. As for the multiplicity: 7. The value obtained for the HOMO energy (spin up / spin down) is -0.403 / -0.403 Ha. Its maximum force is 3.2 eV/A.

=====

3.
3 unconnected molecules or ions with the total composition C40H43F3N2O7S in a non-equilibrium geometry. Source: OMol25; level of theory: ωB97M-V/def2-TZVPD.

CARTESIAN COORDINATES (ANGSTROEM)
H (2.939, -5.256, -0.089)
C (2.635, -0.707, -0.839)
H (-0.813, 1.008, -0.033)
C (0.731, -3.802, 0.236)
H (2.219, 0.115, 3.159)
H (3.095, 3.069, 0.771)
C (-4.145, 5.596, 2.442)
C (5.987, 2.193, -0.618)
H (3.955, -4.899, 1.303)
H (-5.180, 7.263, 3.285)
N (-1.959, -5.046, -2.044)
C (1.124, -4.077, 1.657)
N (5.088, 2.990, 0.206)
O (-0.702, -0.527, 2.800)
C (1.923, -5.380, 1.843)
H (-3.988, -2.211, 0.108)
H (3.815, 1.270, 1.698)
H (-4.082, -1.281, -2.196)
H (3.995, -0.446, 1.631)
H (1.613, -7.481, 1.986)
C (2.354, 0.616, -2.859)
H (-5.399, 6.169, 5.509)
C (2.009, 0.143, 2.099)
O (1.669, -2.015, -4.023)
C (1.667, -1.806, -2.833)
C (1.935, 0.833, -4.292)
H (-1.022, 0.900, -1.747)
H (3.493, -6.546, 0.935)
C (-4.783, 6.273, 3.462)
C (-3.047, -4.592, -1.743)
H (5.776, 2.364, -1.665)
H (1.063, 1.641, 0.834)
C (-4.911, 1.497, -0.443)
C (0.440, 1.103, -4.403)
C (-4.863, 0.974, 0.840)
H (-3.314, 2.742, 4.007)
O (-4.072, -4.172, -1.495)
C (2.822, 1.693, -2.124)
O (3.263, -2.371, 0.707)
H (2.470, 1.696, -4.670)
H (5.949, 1.128, -0.381)
H (1.677, -3.251, 2.078)
F (-4.670, 1.171, -2.762)
H (-5.163, 2.535, -0.621)
C (-1.305, 1.896, -2.090)
H (0.219, -4.181, 2.248)
C (-4.371, 4.386, 4.900)
C (-0.790, -4.316, -1.570)
C (1.387, -2.896, -0.611)
H (2.288, -5.398, 2.864)
C (3.190, 1.646, -0.789)
H (-0.443, -3.365, -3.443)
O (-0.156, 2.595, -2.551)
H (3.420, 3.768, -0.772)
H (-1.744, 2.471, -1.286)
O (-1.062, 0.274, 0.550)
H (0.859, 3.181, -4.162)
C (-4.292, -0.661, -1.334)
H (0.174, 1.021, -5.454)
F (-4.034, 6.190, 1.235)
H (-4.492, -0.761, 2.044)
C (-4.897, 5.656, 4.699)
C (0.048, 2.500, -3.949)
O (-1.479, 1.783, 2.449)
H (0.757, -6.783, 0.648)
H (-3.124, 3.833, 1.793)
H (1.116, 2.085, 2.516)
C (-3.617, 4.333, 2.616)
H (2.241, -0.004, -4.893)
C (2.252, -0.606, -2.188)
C (3.146, -5.519, 0.942)
H (-5.086, 1.611, 1.685)
H (5.245, 2.835, 1.186)
H (-4.460, 3.910, 5.867)
C (-4.244, -1.174, -0.046)
C (2.503, -2.033, -0.172)
H (-0.919, -5.145, 0.387)
H (1.608, -0.809, 1.784)
C (3.343, 0.363, 1.356)
C (3.667, 2.928, -0.140)
C (1.007, 1.245, 1.843)
H (7.002, 2.519, -0.426)
C (1.037, -6.616, 1.683)
C (-4.530, -0.358, 1.041)
C (-3.731, 3.728, 3.858)
H (0.163, -6.544, 2.322)
F (2.946, 2.872, -2.767)
C (-0.378, -4.483, -0.263)
C (3.080, 0.419, -0.126)
S (-0.669, 0.677, 2.043)
H (-2.015, 1.769, -2.896)
C (-0.104, -3.478, -2.428)
C (-4.624, 0.667, -1.507)
H (-0.826, 2.864, -4.489)
H (-0.139, 0.347, -3.884)
C (0.968, -2.752, -1.933)

The value obtained for the total energy is -2884.01084 a.u. For the LUMO energy, the calculation gives -1.06 eV. The value obtained for the HOMO energy is -0.333 Ha. The SMILES is CNCc1c(F)c(CCCOC)c2c(c1CCCS(=O)(=O)O)C(=O)c1c(CC(C)C)cc(N=C=O)cc1C2=O.Fc1ccccc1.Fc1ccccc1. Its maximum force is 2.8 eV/A.

=====

4.
A molecular structure, C40H44BiCl2N4O7SSi in a non-equilibrium geometry. Source: OMol25; level of theory: ωB97M-V/def2-TZVPD.

CARTESIAN COORDINATES (ANGSTROEM)
H (-2.594, 5.370, 2.288)
C (4.196, -1.578, 0.465)
H (-1.579, -1.692, 3.315)
H (3.489, 3.566, 2.244)
C (-3.539, -0.516, -3.221)
H (-5.261, 0.746, -3.281)
N (1.006, -2.176, -3.943)
Si (-1.006, 1.804, 1.607)
C (1.172, 1.597, -2.238)
H (2.716, 3.065, -2.625)
C (-3.019, -1.814, -3.406)
H (3.463, -3.747, 3.560)
C (0.902, -1.189, -0.915)
C (-2.095, 1.187, -3.804)
H (-2.548, 4.542, -1.296)
H (1.391, 1.575, 4.388)
Cl (-7.348, -0.768, -4.358)
O (-2.321, 2.797, 1.635)
Bi (-1.282, -0.524, -1.161)
H (5.974, -4.711, 1.332)
C (0.912, 3.416, -3.772)
C (1.824, -1.620, -0.207)
C (-2.446, 0.192, 3.330)
H (-2.934, -1.573, 4.446)
C (2.090, 1.130, 1.851)
O (6.954, -5.572, 4.214)
H (3.145, -4.992, -2.359)
H (-1.139, 3.705, -0.654)
C (-2.775, 3.882, 0.752)
C (2.882, -2.009, 0.672)
H (1.543, 0.253, 2.241)
C (2.505, 3.561, 1.812)
H (1.629, -3.184, 1.931)
O (0.221, 2.805, 2.142)
C (-0.754, 1.768, -3.472)
H (-3.331, 2.085, 3.691)
C (1.202, -4.265, -2.792)
H (-2.527, 6.061, 0.715)
O (-1.247, 0.620, 2.706)
H (2.804, -1.399, -4.645)
C (-2.071, -1.082, 4.068)
H (2.018, 1.109, 0.756)
H (-3.027, -0.912, 1.554)
H (-2.274, 1.463, 5.037)
C (4.990, -2.715, 2.452)
C (-3.436, -0.150, 2.244)
H (2.809, 2.534, 4.231)
H (-0.920, 3.262, -4.964)
C (1.715, 2.728, -2.832)
C (2.354, -2.213, -4.074)
C (-3.900, -2.832, -3.847)
C (5.236, -1.962, 1.345)
C (0.439, -3.190, -3.312)
H (2.021, 4.499, 1.947)
C (2.545, -4.222, -2.813)
N (-1.702, -2.016, -3.136)
H (-2.592, 2.764, -1.154)
Cl (-6.299, -3.746, -4.739)
H (6.600, -6.327, 1.884)
O (-0.782, 1.156, 0.168)
S (6.246, -3.159, 3.636)
C (-4.856, -0.220, -3.477)
H (-1.381, -0.881, 4.860)
H (1.218, 4.316, -4.245)
H (-3.522, -3.830, -4.066)
H (3.126, 0.952, 2.073)
H (-3.667, 0.745, 1.667)
N (-0.053, 1.150, -2.538)
C (-2.219, 5.211, 1.310)
H (-3.921, 0.825, 4.778)
H (4.869, -5.820, 2.240)
C (-3.047, 1.215, 4.303)
C (-2.212, 3.705, -0.686)
N (-2.591, 0.450, -2.819)
C (6.415, -4.925, 3.361)
H (1.759, 1.004, -1.484)
C (-1.087, -3.208, -3.279)
H (0.591, -5.043, -2.361)
H (-4.552, 3.707, 1.805)
H (6.237, -1.548, 1.309)
C (5.917, -5.487, 2.083)
C (1.749, 2.491, 3.930)
C (2.665, -2.857, 1.773)
C (-5.721, -1.239, -3.887)
C (-0.285, 2.843, -4.194)
C (-4.309, 3.735, 0.754)
O (-2.566, 1.342, -4.932)
H (-4.344, -0.503, 2.709)
C (-5.217, -2.512, -4.111)
H (1.239, 3.315, 4.406)
H (4.410, -0.958, -0.376)
H (-4.602, 2.757, 0.364)
C (3.672, -3.199, 2.668)
H (-4.892, 4.571, 0.265)
H (2.616, 3.442, 0.734)
O (-1.625, -4.322, -3.380)
H (-1.126, 5.106, 1.312)
C (3.190, -3.155, -3.468)
C (1.625, 2.494, 2.441)
H (4.252, -3.055, -3.476)

The value obtained for the total energy is -4119.29126 a.u. The total charge is -1. For the LUMO energy, the calculation gives 1.91 eV. The value obtained for the HOMO energy is -0.184 Ha. Its maximum force is 2.7 eV/A.

=====

5.
12 unconnected molecules or ions with the total composition C40H44F4N8 in a non-equilibrium geometry. Source: OMol25; level of theory: ωB97M-V/def2-TZVPD.

CARTESIAN COORDINATES (ANGSTROEM)
F (-14.280, -0.898, 5.858)
H (-20.554, -1.365, 8.887)
C (-18.123, -0.607, 4.010)
N (-17.012, -6.462, -0.597)
H (-14.948, -1.200, 2.166)
C (-8.832, -1.382, 5.752)
C (-13.671, -6.511, 1.965)
C (-18.731, -2.376, 8.249)
H (-14.504, -3.197, 6.006)
F (-13.854, -5.730, 3.018)
C (-19.917, -3.425, 1.792)
H (-17.876, 1.003, 7.685)
N (-20.403, -5.654, 0.486)
H (-11.337, -5.679, 5.854)
N (-12.047, -2.774, 2.607)
C (-10.178, -1.735, 5.585)
H (-13.430, -9.763, 0.906)
H (-17.858, -7.326, 2.355)
C (-17.080, 0.998, 6.956)
H (-13.147, -4.781, 0.851)
C (-12.421, -1.404, 8.889)
C (-16.126, -0.026, 6.867)
C (-18.946, -4.008, 6.534)
F (-7.165, 0.352, 5.452)
H (-11.859, -5.902, 4.138)
H (-18.870, -3.532, 2.074)
C (-12.872, -6.659, -0.363)
C (-13.394, -8.684, 0.883)
N (-16.662, -3.684, 3.848)
H (-17.144, -0.990, 3.719)
C (-15.158, 0.086, 5.911)
H (-12.040, -1.630, 9.884)
H (-11.330, 1.093, 4.097)
C (-11.012, -2.330, 2.316)
C (-14.382, -3.837, 5.132)
C (-10.690, 0.409, 4.633)
C (-13.662, -7.943, 2.062)
C (-18.871, -0.240, 2.765)
H (-16.082, 2.982, 4.356)
C (-9.857, -5.208, 4.471)
H (-20.039, -2.537, 1.171)
C (-9.324, 0.681, 4.587)
H (-14.368, 1.183, 4.186)
H (-21.034, -4.102, 5.771)
C (-16.023, 2.151, 5.042)
H (-18.096, 0.347, 4.536)
H (-13.868, -1.786, 0.812)
N (-8.743, -5.213, 4.200)
C (-20.871, -2.688, 7.255)
C (-15.943, -1.670, 0.343)
N (-19.471, 0.025, 1.793)
N (-16.878, -1.586, -0.327)
H (-11.580, -1.486, 8.199)
H (-21.917, -2.469, 7.100)
H (-16.204, -0.883, 7.519)
H (-12.889, -0.434, 8.719)
C (-8.431, -0.136, 5.277)
C (-15.620, -3.730, 4.376)
H (-17.114, -3.491, 7.447)
C (-9.746, -1.737, 1.913)
C (-15.096, 1.130, 4.982)
C (-11.100, -0.868, 5.066)
H (-20.511, -3.398, 2.705)
F (-17.939, -1.769, 9.144)
H (-13.911, -8.478, 2.967)
H (-9.712, -1.761, 0.824)
H (-11.752, -4.328, 4.797)
H (-16.315, -6.555, 2.431)
H (-18.652, -1.362, 4.592)
H (-9.057, 1.654, 4.202)
H (-9.822, -0.699, 2.235)
C (-17.170, -6.490, 0.546)
H (-14.791, -2.909, 1.737)
C (-13.234, -5.855, 0.784)
C (-20.080, -2.035, 8.184)
H (-12.584, -6.195, -1.295)
H (-13.593, -3.396, 4.524)
C (-13.352, -2.480, 8.597)
H (-8.946, -2.294, 2.400)
H (-8.194, -2.035, 6.328)
H (-14.065, -4.842, 5.413)
C (-20.224, -4.642, 1.051)
C (-14.817, -1.896, 1.337)
H (-12.775, -8.637, -1.134)
H (-12.141, -1.131, 4.957)
H (-17.846, -5.599, 2.462)
H (-10.495, -2.692, 5.973)
C (-20.305, -3.682, 6.448)
C (-11.268, -5.304, 4.832)
C (-17.317, -6.442, 2.016)
C (-17.011, 2.075, 6.089)
N (-14.177, -3.273, 8.407)
C (-18.169, -3.280, 7.351)
H (-18.600, -4.670, 5.754)
H (-17.698, 2.892, 6.258)
C (-12.895, -8.059, -0.230)

The value obtained for the total energy is -2387.99795 a.u. The total charge is -1. For the LUMO energy (spin up / spin down), the calculation gives 2.11 / 2.11 eV. As for the multiplicity: 2. The value obtained for the HOMO energy (spin up / spin down) is -0.010 / -0.185 Ha. Its maximum force is 3.6 eV/A.